# 1
Here is C35H54I2NSbSi3Ti as an isolated structure at a distorted geometry from the OMol25 dataset. Energies are from wB97M-V/def2-TZVPD.

- HOMO-LUMO gap (alpha / beta): 6.75 / 6.99 eV
- Charge: +1
- ⟨S²⟩: 0.761
- 2S+1: 2
- M: 996.5 g mol⁻¹

Each line ends with the natural charge from an NBO analysis.
Cartesian coordinates (Å):
H 5.29951 0.08606 -1.45161  0.2371
H 4.94259 -1.00561 -2.78196  0.2354
H -1.34783 4.11612 3.70402  0.2372
H 2.31771 -1.93475 2.40264  0.2365
H -4.66257 2.08878 -4.40131  0.2262
C -1.76554 0.21756 2.91945  -0.0374
H 3.40353 3.17772 -3.28189  0.2473
H 1.08645 1.33718 4.01834  0.2237
C -1.55112 -4.62652 1.63112  -0.2125
N -1.85040 -1.00597 -0.44614  -0.6584
Si 2.84033 0.31071 1.36955  1.3624
C -2.86137 2.73857 -1.61525  -0.2364
H -2.61697 3.59939 -1.00055  0.2081
C -0.93124 1.33236 3.18793  -0.0689
H 3.19655 -0.50313 -4.78007  0.2399
H 1.39772 2.30560 1.95866  0.2317
Si 3.14438 0.75419 -2.60518  1.4191
H -1.13254 4.55076 -2.60611  0.2306
H 2.85209 2.81525 1.11363  0.2450
H 5.57636 0.59140 -3.10150  0.2524
C 2.57294 0.28892 -4.37842  -1.1237
C 2.13958 -3.01720 -3.05596  -1.1136
H 2.87059 -0.79874 3.62041  0.2490
H 0.21670 -4.18109 -0.68341  0.2324
C -3.64649 0.63693 -3.21801  -0.1907
Ti -1.23234 0.74855 0.26894  1.3521
C -4.04369 1.91562 -3.53627  -0.2065
C -4.00364 -0.12132 1.60749  -0.6189
H 2.94009 2.36834 2.80120  0.2469
C 3.37103 2.64698 -2.33506  -1.1294
C -2.88050 0.39740 -2.06709  -0.0689
H 5.10469 -0.74898 0.97071  0.2424
H -3.97579 -1.95650 -2.88484  0.2334
I 0.18068 3.51448 -0.48636  0.3490
H 0.63264 4.67861 -2.87895  0.2378
H 2.66096 1.13123 -5.05750  0.2514
H -2.46847 -1.76957 3.33182  0.2312
H 1.26618 -4.08173 0.71832  0.2345
C -2.36074 -4.55253 0.52380  -0.1550
C 4.00020 -2.91070 -0.53716  -1.1181
H 1.54294 -0.05142 -4.41376  0.2348
C 4.90629 0.02797 -2.45844  -1.1256
H -4.01314 3.97595 -2.92898  0.2201
C -2.64721 -0.93281 -1.54424  0.2445
C 4.74246 0.22096 1.28735  -1.1113
C -0.17955 4.03711 -2.55138  -0.6974
H 0.07303 4.03165 2.66454  0.2222
H -0.16420 0.65229 5.05472  0.2268
C -1.72856 -2.21177 0.19642  0.2438
H -1.48301 4.54733 2.00685  0.2299
H -4.37646 0.18116 0.62384  0.2225
C -2.72994 0.60316 1.94773  -0.2163
C -3.25208 -3.25943 -1.38200  -0.0738
H 4.30518 2.84889 -1.81920  0.2437
H 2.87299 -2.43351 -3.59668  0.2362
H 2.58494 3.09156 -1.73448  0.2296
C 1.25156 -4.13430 -0.36391  -1.1052
C -2.45139 -3.36610 -0.22156  -0.1299
H -4.29462 2.53597 0.53748  0.2299
C -1.85457 -0.99949 3.79193  -0.6463
C -0.87475 -2.33306 1.30239  -0.2374
H -0.27446 -1.47941 1.60933  0.2302
H -4.77797 0.11188 2.34271  0.2291
C -3.33455 -2.05883 -2.02708  -0.2477
C -2.41025 1.46379 -1.26396  -0.4996
H 4.44193 -3.80669 -0.96127  0.2499
Sb 1.37810 -0.20425 -0.76531  -0.3233
H -3.95415 -0.17899 -3.85335  0.2107
H 4.02628 -3.02109 0.54176  0.2376
H 4.63718 -2.07901 -0.80294  0.2377
H 1.22442 -0.71086 3.03472  0.2342
H 1.16217 -2.78321 -3.46516  0.2388
H -0.13787 -3.59172 2.86223  0.2282
C 0.04546 1.42642 4.32182  -0.6446
C -1.00393 3.85867 2.69972  -0.6544
H 1.71862 -5.07376 -0.64373  0.2467
C 2.25084 -0.90116 2.73414  -1.1187
C 2.46574 2.12236 1.85606  -1.1221
H -4.24909 3.04370 2.23304  0.2228
C -3.65301 2.93209 1.32305  -0.6055
I -0.27271 2.35216 -3.85506  0.2307
H 2.33813 -4.06332 -3.26699  0.2480
Si 2.21597 -2.70757 -1.17921  1.3725
H -2.93576 -5.41122 0.21001  0.2265
H -3.86716 -1.20338 1.60040  0.2160
H -2.33156 -0.72117 4.73708  0.2385
H -3.30873 3.92552 1.03929  0.2137
C -0.79621 -3.51576 2.00870  -0.1687
H -1.48594 -5.54593 2.19301  0.2323
C -1.38524 2.43150 2.42670  -0.0267
H -0.87736 -1.41799 4.03121  0.2136
H -3.80890 -4.11209 -1.73241  0.2302
C -2.51250 2.00583 1.65329  -0.2956
H 5.14888 0.97677 0.62384  0.2384
H 5.14743 0.40823 2.27798  0.2490
C -3.67343 2.97201 -2.71501  -0.1919
H -0.06255 2.39002 4.81536  0.2287

=====

# 2
Here is C35H55BCaN10S as an isolated structure from the OMol25 dataset. Energies are from wB97M-V/def2-TZVPD.

- HOMO-LUMO gap: 7.48 eV
- M: 698.9 g mol⁻¹

Each line ends with the Löwdin charge.
Cartesian coordinates (Å):
H 0.83780 -1.70253 -5.64697  0.0777
C 5.83866 0.30150 -1.30964  -0.0392
C -3.54659 -1.64318 2.33142  -0.3433
H 1.71830 1.10101 5.24353  0.0822
C -3.41756 2.76226 2.12741  -0.0558
C 4.42193 0.29262 -0.83037  -0.2946
H -4.50750 -0.26477 -2.98109  0.0867
H 2.67172 -1.26159 -4.05716  0.0906
H -2.82443 4.41729 0.08886  0.0860
H 0.51766 2.49118 -0.58916  0.0942
C -2.02165 3.22795 1.72097  -0.3344
C 1.06540 1.41405 2.58237  -0.2834
H -1.46840 -5.52373 -0.90542  0.0872
C -1.55095 0.71532 -3.25386  0.0339
C 3.56270 1.48132 -1.16816  -0.2417
H 2.93291 0.44390 2.52640  0.0956
H -3.32172 3.28312 -2.60244  0.0768
H -2.75827 0.52873 0.63955  0.0851
H 1.00908 0.53012 -4.56196  0.1410
H -3.79654 1.95685 1.49978  0.0460
C 2.41039 1.14066 3.19102  -0.3811
C -3.99571 2.43052 -2.69286  -0.0628
C -4.52996 0.08682 -1.94739  -0.0461
H -1.06129 4.29319 0.08628  0.0793
C 0.11031 -4.50161 0.18551  -0.3782
Ca 1.43544 -0.70749 0.08313  1.1616
H -5.03487 -1.86525 0.75899  0.0825
N 0.49744 0.54662 1.76321  -0.0167
C 1.96394 3.63999 -1.70784  -0.0441
N 3.90476 -0.62240 -0.08706  -0.0682
H 0.39621 3.40542 3.34158  0.1123
H 1.29184 4.46668 -1.89129  0.1059
H -2.40117 -4.29342 1.84286  0.1091
C 0.97456 -4.13602 -1.01296  -0.0849
C 0.22647 2.52302 2.74757  0.0407
N -0.50991 -2.11281 0.29563  0.0040
H -3.43923 2.41338 3.16024  0.0814
H -3.99340 2.11178 -3.73727  0.0759
H 0.36768 -3.79650 -1.85555  0.0798
C 4.21830 -2.48554 1.15131  -0.8823
C -3.58997 1.28255 -1.77310  -0.3743
H -3.96445 -0.35447 4.02008  0.0835
C 3.25808 3.62491 -2.19185  -0.0496
H 3.35796 2.90913 2.33499  0.0752
C -2.17614 0.84574 -2.03354  -0.2199
H 1.72007 -1.78394 -2.68914  0.0657
H 1.71070 -0.48499 4.44737  0.0694
H 4.81102 -4.08273 2.26333  0.0676
N -0.71109 1.06398 1.37340  0.0417
H -0.09325 -6.54798 -0.47920  0.0757
N 5.05727 -3.50305 1.48321  0.0495
C 1.96053 -0.91319 -3.30550  -0.0613
H -2.34408 -1.07047 4.04937  0.0900
H 1.55922 -5.00023 -1.33571  0.0847
H -4.10990 3.60152 2.04049  0.0825
H 0.78236 -4.73944 1.01730  0.1151
S 2.64696 -2.51804 1.89168  0.5324
C -3.11147 -0.64434 3.40246  -0.0443
H 5.08314 2.49862 -2.29430  0.1022
C 0.71711 -0.34276 -3.96510  -0.3569
H 6.02326 -3.41315 1.21642  0.0894
H -5.55760 0.36304 -1.70229  0.0846
N -0.18256 -0.08895 -1.67311  0.0242
H -0.23949 -2.24566 -4.35246  0.0852
H -5.00681 2.76421 -2.45430  0.0816
H 1.70998 -3.36686 -0.76830  0.0225
C 4.07020 2.53210 -1.92488  -0.0119
C -4.74951 -1.14907 1.53048  -0.0586
H 6.33032 -0.62647 -1.04323  0.0595
H 2.76691 3.13475 3.98111  0.0754
C 3.23546 2.41802 3.30215  -0.0671
H -4.56167 -0.19134 1.04603  0.0449
H -0.75892 -0.96987 -5.44974  0.0732
N -1.34153 0.36333 -1.07930  0.0475
H -2.69955 0.26267 2.96117  0.0442
H 5.87331 0.43218 -2.39375  0.0819
C 0.10063 -1.37203 -4.91354  -0.0617
H 4.22826 2.19684 3.69724  0.0789
H -1.94300 0.98164 -4.22071  0.1124
H -1.78069 4.07426 2.37325  0.1337
C -0.73291 -5.73714 -0.12681  -0.0731
H -3.87458 -2.54963 2.85218  0.1329
C -0.31568 0.12334 -2.97239  -0.2734
N 2.30452 1.50316 -0.70625  0.0321
H 6.39540 1.13312 -0.86983  0.0898
C -1.98554 3.74584 0.28143  -0.0446
C -1.93692 -3.42558 1.40642  0.0371
N 4.75366 -1.63224 0.28940  -0.0352
C 1.52920 2.54758 -0.97410  -0.1137
C -2.37842 -2.12644 1.51107  -0.1999
H 3.23404 0.22915 4.97465  0.0792
C -0.77054 -3.36461 0.63249  -0.2745
B -1.64504 0.17287 0.45128  -0.4775
N -1.52306 -1.33684 0.81862  0.0497
H 3.64150 4.45194 -2.77532  0.1104
H -1.26978 -6.09729 0.75119  0.0703
C 2.25554 0.45317 4.54603  -0.0623
H -3.66912 1.62043 -0.74082  0.0925
H 2.47407 -0.17540 -2.69367  0.0463
C -0.88493 2.26859 1.97140  -0.2159
H -2.03810 2.92682 -0.43819  0.0527
H -5.60165 -1.01472 2.19991  0.0814
H -4.23709 -0.74500 -1.30636  0.0684